Density functional theory data (ωB97M-V with the def2-TZVPD basis set) for a 11-piece molecular cluster, C6H34O11 overall at a distorted geometry.

Properties
- Gap between HOMO and LUMO: 10.16 eV
- ΔE to the lowest compared entry with this formula, charge and spin: 5.2214 eV
- SMILES string: CCO.CCO.CO.CO.O.O.O.O.O.O.O
- Highest occupied orbital energy: -10.043 eV
- LUMO: 0.0045 hartree

Last columns: bonded neighbours and bond lengths (Å).
Atoms and positions in Å:
1 C -1.69676 -3.33657 -6.69456  O2 1.312, H3 1.090, H4 1.090, H5 1.090
2 O -2.56515 -4.31606 -6.77572  C1 1.312, H6 0.960
3 H -1.94119 -2.85296 -5.74879  C1 1.090
4 H -0.70525 -3.77664 -6.58798  C1 1.090
5 H -1.76913 -2.57482 -7.47084  C1 1.090
6 H -2.44634 -4.76206 -7.61749  O2 0.960
7 C 0.14356 -1.24478 -1.10086  O8 1.432, H9 1.090, H10 1.090, H11 1.090
8 O -0.13195 -1.29368 0.30321  C7 1.432, H12 0.960
9 H 1.02909 -0.63238 -1.27088  C7 1.090
10 H 0.17069 -2.25038 -1.52053  C7 1.090
11 H -0.68401 -0.72870 -1.58759  C7 1.090
12 H -0.88732 -1.86553 0.45817  O8 0.960
13 O -1.83878 -5.78148 3.03390  H14 0.957, H15 0.957
14 H -1.86038 -6.73600 2.96576  O13 0.957
15 H -1.07118 -5.52181 2.52440  O13 0.957
16 O -4.03683 -2.15700 4.59354  H17 0.957, H18 0.957
17 H -3.72733 -3.05381 4.46648  O16 0.957
18 H -4.23528 -1.84427 3.71089  O16 0.957
19 O -5.05530 -1.50488 0.33077  H20 0.957, H21 0.957
20 H -5.10510 -2.44884 0.18016  O19 0.957
21 H -5.69833 -1.13143 -0.27195  O19 0.957
22 O 3.06095 -0.36706 4.18770  H23 0.957, H24 0.957
23 H 2.45670 -0.59542 3.48134  O22 0.957
24 H 3.93109 -0.49454 3.80977  O22 0.957
25 O 2.15468 -6.32624 -1.40672  H26 0.957, H27 0.957
26 H 1.73779 -6.25828 -2.26569  O25 0.957
27 H 3.09145 -6.37354 -1.59766  O25 0.957
28 O 6.57965 -1.48342 0.52825  H29 0.957, H30 0.957
29 H 6.40904 -1.04587 -0.30581  O28 0.957
30 H 6.44046 -2.41250 0.34474  O28 0.957
31 O 5.79458 0.81753 -3.67413  H32 0.957, H33 0.957
32 H 5.13396 1.47273 -3.89890  O31 0.957
33 H 6.57201 1.32825 -3.44832  O31 0.957
34 C 1.14071 4.96556 -1.16858  C35 1.521, H37 1.090, H38 1.090, H39 1.090
35 C 2.13966 5.62461 -2.10798  C34 1.521, O36 1.419, H40 1.090, H41 1.090
36 O 2.54548 4.67137 -3.07758  C35 1.419, H42 0.960
37 H 0.19253 4.67403 -1.62030  C34 1.090
38 H 0.94520 5.55938 -0.27570  C34 1.090
39 H 1.52030 4.04226 -0.73092  C34 1.090
40 H 3.03978 5.92539 -1.57188  C35 1.090
41 H 1.68637 6.50623 -2.56118  C35 1.090
42 H 1.76414 4.47024 -3.59783  O36 0.960
43 C -2.65420 3.26369 4.34459  C44 1.557, H46 1.090, H47 1.090, H48 1.090
44 C -2.79754 3.99242 5.71267  C43 1.557, O45 1.410, H49 1.090, H50 1.090
45 O -3.29366 5.27916 5.41829  C44 1.410, H51 0.960
46 H -2.16045 2.29765 4.44980  C43 1.090
47 H -1.96505 3.91500 3.80703  C43 1.090
48 H -3.54312 3.28316 3.71409  C43 1.090
49 H -1.83163 3.97008 6.21728  C44 1.090
50 H -3.43767 3.41402 6.37885  C44 1.090
51 H -2.54094 5.69818 4.99470  O45 0.960

Charges computed using Mulliken, reported in e: C -0.4737; O -0.4765; H 0.1688; H 0.2374; H 0.2396; H 0.3045; C -0.4498; O -0.4887; H 0.2055; H 0.2140; H 0.2384; H 0.2806; O -0.6311; H 0.3183; H 0.3168; O -0.6436; H 0.3187; H 0.3188; O -0.6268; H 0.3232; H 0.3062; O -0.6446; H 0.3197; H 0.3239; O -0.6390; H 0.3203; H 0.3184; O -0.6400; H 0.3223; H 0.3165; O -0.6371; H 0.3179; H 0.3206; C -1.0224; C -0.2061; O -0.5110; H 0.3240; H 0.3303; H 0.2847; H 0.2779; H 0.2277; H 0.2950; C -0.8805; C -0.2972; O -0.5023; H 0.3112; H 0.2469; H 0.2722; H 0.2341; H 0.3047; H 0.3114